No. 1
Density functional theory data (the ωB97M-V functional and the def2-TZVPD basis) for 4 unconnected molecules or ions with the total composition C23H46B2BrINO11 at a distorted geometry.

## Properties
DFT total energy ... -4707.5300 Ha
Net charge ... +1
Highest occupied orbital energy ... -10.9 eV
Frontier orbital gap ... 6.245 eV

Each line ends with the Löwdin charge.
Element x y z (Å)
C1 -1.04 -0.63 1.19  -0.03
B1 0.34 -0.58 0.44  -0.45
O1 1.47 -1.14 1.03  0.14
C2 0.56 0.06 -1.04  -0.11
N1 1.16 -0.74 -1.96  0.15
C3 1.43 -0.38 -3.21  0.00
C4 1.10 0.87 -3.67  -0.13
C5 1.46 1.24 -5.10  0.01
B2 3.02 0.88 -5.30  -0.58
O2 3.49 0.02 -6.27  0.16
O3 3.91 1.49 -4.40  0.15
C6 0.45 1.73 -2.79  -0.07
C7 0.02 3.12 -3.30  -0.48
O4 0.66 4.09 -3.00  0.19
O5 -1.04 3.10 -4.16  -0.02
C8 -2.29 2.71 -3.55  -0.21
C9 -2.63 1.22 -3.69  -0.71
C10 -4.09 0.91 -3.33  -0.11
Br1 -2.13 0.52 -5.45  0.81
C11 0.18 1.32 -1.48  -0.49
I1 -0.81 2.61 -0.11  1.16
H1 -0.99 0.00 2.09  0.07
H2 -1.19 -1.67 1.50  0.09
H3 -1.86 -0.28 0.55  0.04
H4 1.81 -1.77 0.39  0.10
H5 1.43 -1.68 -1.68  0.18
H6 1.93 -1.13 -3.83  0.15
H7 1.32 2.32 -5.26  0.13
H8 0.83 0.71 -5.83  0.08
H9 3.57 -0.86 -5.87  0.11
H10 4.05 0.85 -3.68  0.11
H11 -2.39 3.05 -2.52  0.08
H12 -3.06 3.26 -4.12  0.14
H13 -2.03 0.63 -2.99  0.07
H14 -4.23 -0.17 -3.50  0.08
H15 -4.28 1.10 -2.27  0.09
H16 -4.74 1.47 -4.01  0.09
C12 -0.70 -1.24 6.25  -0.09
O6 -0.29 -1.34 4.89  -0.20
C13 0.95 -0.70 4.64  -0.21
C14 2.09 -1.68 4.60  -0.21
O7 2.31 -2.30 5.86  -0.18
C15 1.74 -3.60 5.94  -0.11
H17 -1.48 -1.98 6.42  0.09
H18 0.12 -1.44 6.94  0.09
H19 -1.11 -0.25 6.44  0.08
H20 1.14 0.08 5.39  0.12
H21 0.88 -0.22 3.66  0.10
H22 3.01 -1.14 4.36  0.13
H23 1.93 -2.44 3.83  0.12
H24 2.38 -4.32 5.42  0.09
H25 0.73 -3.63 5.53  0.08
H26 1.70 -3.88 7.00  0.09
C16 -2.51 4.94 7.02  -0.11
O8 -1.12 5.17 7.16  -0.19
C17 -0.48 4.23 8.01  -0.20
C18 0.21 3.14 7.22  -0.19
O9 -0.72 2.34 6.50  -0.21
C19 -0.81 2.69 5.13  -0.12
H27 -2.86 5.50 6.15  0.09
H28 -2.74 3.88 6.88  0.08
H29 -3.04 5.31 7.91  0.09
H30 -1.20 3.80 8.72  0.13
H31 0.27 4.78 8.58  0.13
H32 0.73 2.48 7.92  0.13
H33 0.96 3.56 6.54  0.13
H34 0.05 2.29 4.59  0.08
H35 -0.85 3.77 4.99  0.09
H36 -1.72 2.25 4.73  0.09
C20 0.58 -5.50 -6.46  -0.10
O10 -0.61 -4.76 -6.19  -0.18
C21 -0.59 -4.12 -4.93  -0.20
C22 -0.22 -2.65 -5.06  -0.22
O11 1.12 -2.48 -5.51  -0.22
C23 1.19 -2.19 -6.91  -0.08
H37 0.61 -5.71 -7.52  0.10
H38 1.48 -4.95 -6.18  0.08
H39 0.55 -6.45 -5.91  0.09
H40 0.09 -4.63 -4.24  0.13
H41 -1.60 -4.18 -4.52  0.13
H42 -0.28 -2.19 -4.06  0.10
H43 -0.92 -2.13 -5.71  0.08
H44 0.93 -1.15 -7.09  0.08
H45 0.53 -2.84 -7.49  0.10
H46 2.21 -2.36 -7.24  0.10

---

No. 2
Density functional theory data (the ωB97M-V functional and the def2-TZVPD basis) for 2 unconnected molecules or ions with the total composition C9H13NO2 at a distorted geometry.

## Properties
DFT total energy ... -555.8379 Ha
Energy above the lowest of the compared OMol25 structures with the same formula, charge and spin ... 104.05 kcal per mole
Highest occupied orbital energy ... -8.5 eV
Frontier orbital gap ... 9.139 eV

Each line ends with the natural charge from an NBO analysis.
Element x y z (Å)
O1 0.79 -1.69 -0.60  -0.51
C1 0.36 -0.67 -0.18  0.65
C2 0.48 0.71 0.38  -0.52
C3 -0.92 0.16 0.01  -0.17
C4 -1.87 -0.38 1.04  -0.43
C5 -3.27 -0.04 0.43  -0.37
C6 -3.03 1.12 -0.52  -0.41
C7 -1.78 0.60 -1.22  -0.38
H1 0.76 0.81 1.36  0.23
H2 1.02 1.31 -0.26  0.24
H3 -1.55 0.16 1.90  0.22
H4 -2.02 -1.51 1.22  0.23
H5 -4.09 0.22 1.29  0.21
H6 -3.75 -0.87 -0.27  0.20
H7 -3.85 1.22 -1.08  0.20
H8 -2.93 1.96 0.13  0.20
H9 -2.14 -0.17 -1.78  0.21
H10 -1.18 1.40 -1.77  0.21
C8 3.96 -1.50 -0.04  -0.42
N1 3.91 -0.11 0.16  -0.53
C9 4.43 0.96 0.00  0.84
O2 4.83 2.05 0.17  -0.54
H11 3.28 -1.65 -0.80  0.23
H12 3.62 -2.13 0.78  0.21
H13 4.94 -1.97 -0.35  0.20

---

No. 3
Density functional theory data (the ωB97M-V functional and the def2-TZVPD basis) for a single C6H5Cl2N molecule at a distorted geometry.

## Properties
DFT total energy ... -1206.6711 Ha
Energy above the lowest of the compared OMol25 structures with the same formula, charge and spin ... 0.00 kcal per mole
Highest occupied orbital energy ... -8.3 eV
Frontier orbital gap ... 7.260 eV

Each line ends with the natural charge from an NBO analysis.
Element x y z (Å)
Cl1 -3.33 0.52 0.99  0.15
N1 -1.84 1.26 0.27  -0.39
Cl2 -2.13 2.82 -0.64  0.16
C1 -0.71 0.48 0.13  0.10
C2 0.26 0.84 -0.82  -0.25
C3 1.44 0.10 -0.96  -0.19
C4 1.66 -1.02 -0.15  -0.25
C5 0.70 -1.42 0.75  -0.19
C6 -0.50 -0.70 0.85  -0.26
H1 0.10 1.75 -1.41  0.23
H2 2.17 0.44 -1.68  0.22
H3 2.56 -1.64 -0.21  0.21
H4 0.86 -2.33 1.32  0.22
H5 -1.24 -1.11 1.57  0.23

---

No. 4
Density functional theory data (the ωB97M-V functional and the def2-TZVPD basis) for a molecular structure, C30H31BrN5O8Yb at a distorted geometry.

## Properties
DFT total energy ... -5770.1460 Ha
Energy above the lowest of the compared OMol25 structures with the same formula, charge and spin ... 18.85 kcal per mole
Spin multiplicity ... 2
Highest occupied orbital energy (spin up / spin down) ... -5.8 / -5.8 eV
Frontier orbital gap (spin up / spin down) ... 5.599 / 5.369 eV

Each line ends with the Löwdin spin population.
Element x y z (Å)
Yb1 -0.09 -0.26 -0.11  0.01
N1 2.54 0.47 -1.16  0.00
C1 3.02 1.83 -1.04  0.00
C2 3.24 2.35 0.41  0.00
C3 2.34 3.55 0.80  0.00
C4 0.84 3.33 0.61  0.00
N2 0.29 2.13 1.21  0.00
H1 3.05 -0.18 -0.55  0.00
H2 2.65 0.18 -2.13  0.00
H3 2.24 2.44 -1.51  0.00
H4 3.91 2.01 -1.69  0.00
H5 4.26 2.74 0.50  0.00
H6 3.14 1.55 1.15  0.00
H7 2.58 4.43 0.16  0.00
H8 2.48 3.82 1.87  0.00
H9 0.61 3.30 -0.48  0.00
H10 0.31 4.23 0.95  0.00
H11 -0.66 2.26 1.56  0.00
H12 0.92 1.73 1.91  0.00
C5 -4.70 1.47 -0.04  0.00
C6 -5.44 0.64 0.83  0.00
C7 -4.74 -0.16 1.73  0.00
C8 -3.34 -0.19 1.70  0.00
N3 -2.62 0.64 0.88  0.00
C9 -3.30 1.45 0.06  0.00
C10 -2.61 -1.07 2.57  0.00
C11 -3.03 -1.26 3.91  0.00
C12 -2.41 -2.26 4.66  0.00
C13 -1.44 -3.05 4.04  0.00
C14 -1.08 -2.77 2.72  0.00
N4 -1.57 -1.74 2.03  0.00
H13 -5.19 2.17 -0.73  0.00
H14 -6.51 0.59 0.75  0.00
H15 -5.30 -0.74 2.47  0.00
H16 -2.72 2.08 -0.62  0.00
H17 -3.88 -0.67 4.27  0.00
H18 -2.72 -2.44 5.69  0.00
H19 -1.00 -3.92 4.54  0.00
H20 -0.34 -3.36 2.21  0.00
O1 -0.40 -1.44 -2.19  0.03
C15 -0.12 -0.92 -3.35  0.13
C16 -0.34 0.43 -3.77  0.01
C17 -0.26 0.76 -5.16  0.03
C18 -0.57 2.04 -5.60  0.01
C19 -1.00 3.04 -4.69  0.02
C20 -1.18 2.76 -3.36  0.00
C21 -0.77 1.48 -2.82  0.02
O2 -0.77 1.28 -1.56  0.02
N5 -0.47 2.40 -6.96  0.00
O3 -0.16 1.50 -7.78  0.00
O4 -0.69 3.60 -7.26  0.01
H21 0.44 -1.56 -4.08  0.00
H22 0.07 0.03 -5.90  0.00
H23 -1.14 4.05 -5.13  0.00
H24 -1.55 3.53 -2.68  0.00
C22 -3.21 -4.52 -2.01  0.05
O5 -2.20 -3.46 -2.11  0.09
C23 -2.05 -2.33 -1.57  0.42
O6 -2.73 -1.47 -1.05  0.14
H25 -2.63 -5.40 -1.71  0.00
H26 -3.63 -4.64 -3.01  0.00
H27 -4.00 -4.29 -1.27  0.01
Br1 4.43 -3.01 0.07  0.00
C24 4.28 -2.38 1.85  0.00
C25 5.47 -2.55 2.56  0.00
C26 5.63 -2.00 3.83  0.00
C27 4.57 -1.24 4.35  0.00
C28 3.39 -1.04 3.63  0.00
C29 3.18 -1.66 2.38  0.00
C30 1.88 -1.41 1.65  0.00
O7 1.35 -2.27 0.83  0.00
O8 1.34 -0.26 1.89  0.00
H28 6.27 -3.13 2.10  0.00
H29 6.54 -2.16 4.40  0.00
H30 4.69 -0.77 5.35  0.00
H31 2.64 -0.31 4.01  0.00

---

No. 5
Density functional theory data (the ωB97M-V functional and the def2-TZVPD basis) for a molecular structure, C30H58AgF2N2O10S2V at a distorted geometry.

## Properties
DFT total energy ... -4125.7511 Ha
Net charge ... +3
Spin multiplicity ... 4
Highest occupied orbital energy (spin up / spin down) ... -13.9 / -13.9 eV
Frontier orbital gap (spin up / spin down) ... 1.631 / 2.017 eV

Each line ends with the Löwdin spin population.
Element x y z (Å)
V1 -3.08 1.42 -1.98  2.95
N1 -4.32 -2.60 -0.94  0.00
H1 -4.47 -3.38 -1.57  0.00
H2 -5.04 -2.68 -0.23  0.00
H3 -4.43 -1.71 -1.44  0.00
H4 -3.34 -2.57 -0.56  0.00
Ag1 -2.42 3.52 2.04  0.00
N2 -1.40 0.76 -0.87  0.01
S1 -1.34 0.33 0.63  0.00
O1 -1.52 1.39 1.59  0.00
O2 -0.41 -0.68 0.97  0.00
F1 -2.75 -0.43 0.71  0.00
S2 0.24 0.94 -1.24  0.00
O3 0.82 -0.18 -1.88  0.00
O4 0.94 1.69 -0.27  0.00
F2 0.01 1.99 -2.37  0.00
C1 -0.97 -4.41 3.73  0.00
C2 0.10 -3.86 3.10  0.00
C3 1.42 -4.06 3.63  0.00
C4 1.65 -4.96 4.69  0.00
C5 0.59 -5.60 5.28  0.00
C6 -0.73 -5.31 4.80  0.00
H5 -1.95 -4.33 3.28  0.00
H6 0.02 -3.36 2.14  0.00
H7 2.21 -3.53 3.12  0.00
H8 2.65 -5.10 5.08  0.00
H9 0.70 -6.29 6.10  0.00
H10 -1.54 -5.81 5.31  0.00
C7 4.59 1.22 1.75  0.00
C8 5.60 0.34 1.37  0.00
C9 5.96 0.25 0.03  0.00
C10 5.36 1.06 -0.91  0.00
C11 4.37 1.96 -0.54  0.00
C12 3.96 2.00 0.79  0.00
H11 4.25 1.26 2.78  0.00
H12 6.09 -0.25 2.14  0.00
H13 6.79 -0.40 -0.20  0.00
H14 5.67 1.00 -1.95  0.00
H15 3.89 2.61 -1.26  0.00
H16 3.12 2.63 1.05  0.00
C13 2.25 2.09 -4.42  0.00
C14 1.85 3.40 -4.28  0.00
C15 1.54 4.16 -5.40  0.00
C16 1.51 3.56 -6.65  0.00
C17 1.84 2.22 -6.78  0.00
C18 2.27 1.50 -5.68  0.00
H17 2.54 1.49 -3.55  0.00
H18 1.84 3.90 -3.31  0.00
H19 1.31 5.21 -5.28  0.00
H20 1.20 4.12 -7.52  0.00
H21 1.84 1.75 -7.76  0.00
H22 2.52 0.45 -5.78  0.00
C19 1.10 1.96 4.01  0.00
C20 -0.27 2.43 4.47  0.00
O5 -0.66 3.62 3.76  0.00
H23 1.78 2.81 3.89  0.00
H24 1.05 1.52 3.01  0.00
H25 1.56 1.26 4.71  0.00
H26 -0.28 2.63 5.54  0.00
H27 -1.00 1.68 4.17  0.00
H28 -0.12 4.37 4.01  0.00
C21 -5.43 0.63 4.50  0.00
C22 -4.49 0.57 3.31  0.00
O6 -5.18 1.01 2.12  0.00
H29 -4.87 0.30 5.39  0.00
H30 -6.26 -0.06 4.44  0.00
H31 -5.70 1.66 4.73  0.00
H32 -4.15 -0.44 3.12  0.00
H33 -3.60 1.17 3.55  0.00
H34 -5.04 1.96 2.08  0.00
C23 3.35 -2.65 -0.89  0.00
C24 2.19 -2.78 0.07  0.00
O7 0.96 -2.92 -0.63  0.00
H35 3.39 -1.64 -1.31  0.00
H36 3.23 -3.37 -1.70  0.00
H37 4.32 -2.85 -0.42  0.00
H38 2.17 -1.98 0.82  0.00
H39 2.35 -3.65 0.72  0.00
H40 0.89 -2.15 -1.22  0.00
C25 -2.71 -5.87 0.29  0.00
C26 -1.85 -4.99 -0.60  0.00
O8 -1.90 -3.63 -0.11  0.00
H41 -2.80 -6.89 -0.10  0.00
H42 -3.73 -5.49 0.36  0.00
H43 -2.27 -5.91 1.28  0.00
H44 -2.22 -5.01 -1.63  0.00
H45 -0.82 -5.32 -0.56  0.00
H46 -1.02 -3.24 -0.23  0.00
C27 -1.30 0.48 -6.09  0.00
C28 -1.78 1.41 -5.01  0.00
O9 -2.23 0.57 -3.85  0.01
H47 -0.86 1.08 -6.88  0.00
H48 -2.17 -0.07 -6.46  0.00
H49 -0.49 -0.14 -5.71  0.00
H50 -2.68 1.94 -5.34  0.00
H51 -1.05 2.11 -4.62  0.00
H52 -2.74 -0.12 -4.28  0.00
C29 0.82 4.82 0.64  0.00
C30 -0.38 4.94 -0.25  0.00
O10 -1.48 5.47 0.52  0.00
H53 1.74 4.84 0.06  0.00
H54 0.78 3.96 1.31  0.00
H55 0.90 5.67 1.34  0.00
H56 -0.61 4.00 -0.76  0.00
H57 -0.16 5.67 -1.04  0.00
H58 -2.12 5.91 -0.06  0.00

---

No. 6
Density functional theory data (the ωB97M-V functional and the def2-TZVPD basis) for a single C4H9NO molecule.

## Properties
DFT total energy ... -287.7439 Ha
Energy above the lowest of the compared OMol25 structures with the same formula, charge and spin ... 55.54 kcal per mole
Highest occupied orbital energy ... -9.1 eV
Frontier orbital gap ... 10.025 eV

Each line ends with the natural charge from an NBO analysis.
Element x y z (Å)
C1 1.46 -1.84 -0.41  -0.60
C2 0.93 -0.45 -0.11  -0.26
N1 -0.50 -0.71 0.00  -0.43
C3 -1.29 0.13 0.48  0.12
C4 -1.26 1.63 0.45  -0.15
O1 -0.42 2.21 -0.52  -0.70
H1 2.54 -1.88 -0.56  0.20
H2 1.16 -2.45 0.45  0.21
H3 0.92 -2.24 -1.27  0.21
H4 1.23 -0.16 0.91  0.19
H5 1.28 0.37 -0.75  0.20
H6 -2.14 -0.30 1.00  0.17
H7 -0.99 2.06 1.42  0.20
H8 -2.32 1.88 0.27  0.18
H9 -0.57 1.75 -1.35  0.47

---

No. 7
Density functional theory data (the ωB97M-V functional and the def2-TZVPD basis) for a molecular structure, C27H22Br2N4O3Tc at a distorted geometry.

## Properties
DFT total energy ... -6715.1661 Ha
Energy above the lowest of the compared OMol25 structures with the same formula, charge and spin ... 0.00 kcal per mole
Net charge ... +2
Spin multiplicity ... 2
Highest occupied orbital energy (spin up / spin down) ... -13.6 / -13.5 eV
Frontier orbital gap (spin up / spin down) ... 5.256 / 5.134 eV

Each line ends with the Löwdin spin population.
Element x y z (Å)
Tc1 0.06 -0.25 -0.16  0.74
C1 3.19 0.65 -2.23  0.00
C2 3.49 0.58 -0.78  0.00
C3 4.82 0.73 -0.34  0.00
C4 5.11 0.66 1.00  0.00
C5 4.07 0.46 1.93  0.00
C6 4.23 0.39 3.34  0.03
Br1 5.95 0.52 4.11  0.01
C7 3.15 0.20 4.17  0.00
C8 1.87 0.04 3.65  0.03
Br2 0.38 -0.24 4.75  0.01
C9 1.64 0.04 2.25  0.01
O1 0.49 -0.20 1.74  0.08
C10 2.77 0.31 1.40  0.01
N1 2.51 0.37 0.08  0.01
H1 4.01 0.24 -2.81  0.00
H2 3.08 1.70 -2.53  0.00
H3 2.27 0.12 -2.47  0.00
H4 5.60 0.90 -1.07  0.00
H5 6.13 0.76 1.35  0.00
H6 3.28 0.17 5.24  0.00
C11 -0.51 0.60 -4.91  0.00
O2 -0.48 1.59 -3.87  0.00
C12 -0.30 1.23 -2.64  0.01
O3 -0.17 0.06 -2.25  0.02
N2 -0.23 2.28 -1.79  0.00
N3 -0.01 2.06 -0.41  0.00
H7 -0.60 1.16 -5.83  0.00
H8 -1.36 -0.07 -4.78  0.00
H9 0.42 0.02 -4.90  0.00
H10 -0.43 3.21 -2.13  0.00
H11 -0.79 2.42 0.15  0.00
H12 0.84 2.54 -0.10  0.00
C13 -4.27 0.50 0.20  -0.01
C14 -4.78 -0.78 0.11  0.04
C15 -3.91 -1.85 0.02  0.00
C16 -2.53 -1.65 0.01  0.02
C17 -2.00 -0.34 0.06  -0.03
C18 -2.90 0.71 0.17  0.03
C19 -1.55 -2.72 -0.03  0.00
C20 -1.90 -4.08 0.03  0.00
C21 -0.93 -5.05 0.04  0.00
C22 0.42 -4.66 0.00  0.00
C23 1.48 -5.59 0.04  0.00
C24 2.78 -5.18 0.04  0.00
C25 3.08 -3.81 -0.03  0.00
C26 2.07 -2.88 -0.10  0.00
C27 0.72 -3.27 -0.06  0.00
N4 -0.27 -2.33 -0.09  -0.01
H13 -4.94 1.35 0.28  0.00
H14 -5.85 -0.95 0.13  0.00
H15 -4.31 -2.85 -0.04  0.00
H16 -2.57 1.74 0.25  0.00
H17 -2.94 -4.37 0.09  0.00
H18 -1.19 -6.09 0.10  0.00
H19 1.24 -6.65 0.08  0.00
H20 3.59 -5.89 0.09  0.00
H21 4.11 -3.49 -0.04  0.00
H22 2.32 -1.83 -0.18  0.00

---

No. 8
Density functional theory data (the ωB97M-V functional and the def2-TZVPD basis) for a single C4H5NS molecule at a distorted geometry.

## Properties
DFT total energy ... -608.2477 Ha
Energy above the lowest of the compared OMol25 structures with the same formula, charge and spin ... 64.63 kcal per mole
Highest occupied orbital energy ... -7.5 eV
Frontier orbital gap ... 7.288 eV

Each line ends with the natural charge from an NBO analysis.
Element x y z (Å)
C1 -0.77 -1.18 -0.15  -0.39
C2 0.43 -0.48 -0.18  -0.23
C3 -2.08 -0.70 -0.08  -0.27
C4 0.78 0.78 -0.50  0.28
N1 1.08 1.92 0.01  -0.67
S1 -2.66 0.85 -0.02  -0.17
H1 -0.67 -2.26 -0.13  0.21
H2 1.32 -1.11 -0.20  0.26
H3 -2.83 -1.49 -0.02  0.19
H4 0.99 2.12 1.01  0.39
H5 1.33 2.70 -0.58  0.40